1.
ORCA calculation (ωB97M-V with the def2-TZVPD basis set) on C22H32FeN6OS as an isolated structure.

Calculated values
* E_tot: -79519.074 eV
* orbital gap (alpha / beta): 7.52 / 4.98 eV
* charge: +3
* M: 484.45 Da
* E_HOMO (alpha / beta): -16.70 / -16.70 eV
* E_LUMO (alpha / beta): -9.18 / -11.73 eV
* spin multiplicity: 6

Last column: natural (NBO) charge in e.
Cartesian coordinates (Å):
Fe (-0.65927, -0.24158, -0.02004)  1.626
C (-0.71198, -0.21254, 2.94466)  -0.241
C (0.62251, -0.92490, 2.79891)  -0.245
N (0.77658, -1.40691, 1.40524)  -0.664
C (2.13866, -1.29182, 0.84904)  -0.282
C (2.36258, 0.04906, 0.19684)  0.217
C (3.62259, 0.58291, -0.00183)  -0.216
C (3.73093, 1.81204, -0.64160)  -0.076
C (2.58351, 2.48600, -1.03660)  -0.215
C (1.35437, 1.88966, -0.81447)  0.208
C (0.06022, 2.51502, -1.27259)  -0.273
N (-1.11974, 1.93412, -0.60119)  -0.693
C (-1.58662, 2.64104, 0.62037)  -0.245
C (-1.92397, 1.63188, 1.70366)  -0.242
N (-0.69650, 0.88664, 1.98107)  -0.654
N (1.27196, 0.69514, -0.22468)  -0.567
H (-0.84795, 0.12533, 3.97564)  0.253
H (-1.54178, -0.88555, 2.70054)  0.206
H (0.68546, -1.74380, 3.51546)  0.255
H (1.43125, -0.22593, 3.01977)  0.222
H (0.49862, -2.38282, 1.37016)  0.413
H (2.28421, -2.07548, 0.09926)  0.268
H (2.89294, -1.44965, 1.62283)  0.248
H (4.50498, 0.05308, 0.33151)  0.264
H (4.70653, 2.24201, -0.82716)  0.269
H (2.64239, 3.45891, -1.50668)  0.265
H (-0.02846, 2.34779, -2.34863)  0.258
H (0.09857, 3.59691, -1.13190)  0.252
H (-1.88467, 1.91861, -1.26981)  0.421
H (-2.46235, 3.25482, 0.41178)  0.260
H (-0.79348, 3.30347, 0.97131)  0.226
H (-2.69069, 0.92756, 1.34660)  0.197
H (-2.34025, 2.13545, 2.58121)  0.258
H (0.06212, 1.52714, 2.19894)  0.410
C (-2.81794, -6.68982, -1.50707)  -0.624
C (-2.80990, -5.40534, -0.68070)  -0.409
C (-2.62418, -4.14072, -1.51862)  -0.221
N (-1.33853, -4.18261, -2.22195)  -0.503
C (-0.45569, -3.23168, -2.36471)  0.422
S (-0.74708, -1.59286, -1.83602)  -0.225
N (0.74445, -3.49407, -2.90704)  -0.636
C (1.58331, -4.57163, -2.28522)  0.714
O (2.31548, -4.19828, -1.41145)  -0.520
C (1.39291, -5.91836, -2.78816)  -0.278
C (0.57552, -6.22196, -3.88452)  -0.135
C (0.46784, -7.53032, -4.31887)  -0.224
C (1.20602, -8.53756, -3.70439)  -0.110
C (2.03237, -8.23919, -2.62509)  -0.194
C (2.13523, -6.93869, -2.17318)  -0.109
H (-3.04184, -7.53325, -0.85715)  0.257
H (-1.84862, -6.89811, -1.97039)  0.193
H (-3.57890, -6.65741, -2.28772)  0.228
H (-2.02036, -5.45445, 0.07461)  0.205
H (-3.76298, -5.30562, -0.16012)  0.245
H (-2.64291, -3.25810, -0.88422)  0.199
H (-3.42339, -4.05091, -2.25774)  0.240
H (-1.11599, -5.08558, -2.64108)  0.462
H (1.31361, -2.66890, -3.05743)  0.429
H (0.07340, -5.43524, -4.43995)  0.215
H (-0.18903, -7.77428, -5.14274)  0.248
H (1.13622, -9.55406, -4.06704)  0.252
H (2.59280, -9.02368, -2.13555)  0.252
H (2.80245, -6.68217, -1.36177)  0.244

2.
ORCA calculation (ωB97M-V with the def2-TZVPD basis set) on C38H37N4O as an isolated structure.

Calculated values
* ΔE to the lowest compared entry with this formula, charge and spin: 107.1 kJ/mol
* E_tot: -48001.178 eV
* orbital gap: 4.41 eV
* charge: +1
* M: 565.74 Da
* E_HOMO: -8.77 eV
* E_LUMO: -4.37 eV

Last column: Mulliken charge in e.
Cartesian coordinates (Å):
C (7.66578, -2.09507, 3.24227)  -0.846
O (6.73800, -0.98894, 3.10565)  -0.434
C (5.41752, -1.29961, 2.96704)  0.613
C (4.55726, -0.23875, 2.58535)  -1.036
C (3.20783, -0.49386, 2.34719)  0.078
C (2.69474, -1.78152, 2.60753)  0.931
N (1.31816, -2.00410, 2.60674)  0.278
C (0.38906, -1.13687, 2.13237)  0.419
N (-0.80185, -1.66377, 2.40533)  0.245
C (-2.07114, -1.07399, 2.01949)  -0.661
C (-0.64132, -2.90989, 3.04969)  -0.873
C (0.67928, -3.13375, 3.13584)  -0.226
C (3.55210, -2.84396, 2.89024)  -1.302
C (4.89588, -2.60408, 3.16132)  -0.507
H (8.64326, -1.64228, 3.07819)  0.250
H (7.60391, -2.53052, 4.25040)  0.332
H (7.44736, -2.86348, 2.48620)  0.381
H (4.97954, 0.76608, 2.50590)  0.428
H (2.58245, 0.31977, 1.97029)  0.489
H (-2.04707, -0.72310, 0.96747)  0.285
H (-2.83807, -1.86407, 2.09666)  0.328
H (-2.32520, -0.20080, 2.66226)  0.288
H (-1.45429, -3.56468, 3.30709)  0.454
H (1.23636, -3.95020, 3.56632)  0.409
H (3.18271, -3.86809, 2.87822)  0.337
H (5.54700, -3.41462, 3.49371)  0.449
C (-3.11792, 5.64408, -0.46841)  -1.622
N (-3.13193, 4.76195, 0.70160)  0.139
C (-4.38694, 4.51264, 1.29103)  0.605
C (-5.56129, 4.67602, 0.51966)  -0.398
C (-6.79614, 4.22898, 1.00476)  -0.596
C (-6.89452, 3.62739, 2.27495)  -0.469
C (-5.75082, 3.54708, 3.07828)  -0.612
C (-4.54014, 4.08157, 2.62764)  -0.434
C (-1.99700, 3.98229, 0.92365)  1.250
C (-1.75621, 3.22085, 2.09362)  -1.099
C (-0.89899, 2.13161, 2.08021)  -0.626
C (-0.24257, 1.72153, 0.88974)  1.096
C (0.32233, 0.41653, 0.80043)  -0.775
C (0.66281, -0.16163, -0.45801)  0.176
C (1.86738, -0.86342, -0.69396)  0.231
C (2.18317, -1.36632, -1.94143)  -0.839
C (1.26767, -1.25812, -3.00695)  -0.359
N (1.56737, -1.72738, -4.32083)  0.269
C (1.94350, -0.65988, -5.25756)  -1.118
C (0.77203, -2.77316, -4.81953)  0.485
C (0.09805, -2.65325, -6.04822)  -0.161
C (-0.63128, -3.74208, -6.53557)  -0.657
C (-0.61707, -4.96563, -5.84179)  -0.449
C (0.03188, -5.06802, -4.59365)  -0.548
C (0.67255, -3.95565, -4.04622)  -0.361
C (0.04960, -0.58945, -2.78696)  -0.479
C (-0.22120, -0.02042, -1.56480)  -1.216
C (-0.21896, 2.71158, -0.16281)  -0.970
C (-1.06114, 3.81364, -0.13733)  -0.468
H (-2.12613, 6.09190, -0.57820)  0.430
H (-3.37598, 5.09775, -1.38608)  0.462
H (-3.84431, 6.45008, -0.34301)  0.501
H (-5.50872, 5.11277, -0.48286)  0.382
H (-7.68593, 4.34847, 0.37999)  0.349
H (-7.85041, 3.22274, 2.63470)  0.360
H (-5.79673, 3.08268, 4.07175)  0.374
H (-3.72103, 4.15942, 3.33642)  0.599
H (-2.24565, 3.44561, 3.03173)  0.230
H (-0.72854, 1.58306, 3.00098)  0.650
H (0.67370, -0.01654, 2.16875)  0.040
H (2.58570, -0.93300, 0.11760)  0.351
H (3.13000, -1.88253, -2.12646)  0.520
H (2.42967, -1.10326, -6.12961)  0.381
H (1.07832, -0.06900, -5.58441)  0.382
H (2.64738, 0.00078, -4.74856)  0.318
H (0.10980, -1.71710, -6.62060)  0.296
H (-1.19987, -3.62566, -7.46631)  0.356
H (-1.14824, -5.82683, -6.26735)  0.349
H (0.04958, -6.01218, -4.03919)  0.351
H (1.14168, -3.99965, -3.05783)  0.384
H (-0.68726, -0.53043, -3.59932)  0.436
H (-1.12848, 0.57429, -1.44008)  0.514
H (0.46285, 2.57668, -1.00510)  0.547
H (-1.03489, 4.50082, -0.98723)  0.332

3.
ORCA calculation (ωB97M-V with the def2-TZVPD basis set) on a 2-piece molecular cluster, C6H9NO overall.

Calculated values
* ΔE to the lowest compared entry with this formula, charge and spin: 435.2 kJ/mol
* E_tot: -9901.094 eV
* orbital gap: 8.02 eV
* M: 111.14 Da
* E_HOMO: -8.65 eV
* E_LUMO: -0.63 eV

Last column: natural (NBO) charge in e.
Cartesian coordinates (Å):
C (-0.98944, 0.94688, 1.43153)  -0.684
C (-0.59319, 1.04805, -0.01247)  0.077
C (1.02342, -0.41500, -0.39040)  0.179
C (-0.72706, -1.99973, -0.30765)  0.332
C (0.57900, -1.63536, 0.05442)  -0.447
C (2.00999, 0.25977, -0.92735)  -0.476
O (-1.42193, -1.24476, -1.04964)  -0.580
N (-0.37598, 2.16845, -0.56202)  -0.604
H (-0.97731, 0.05774, -0.70642)  0.318
H (-0.09571, 2.07150, -1.54117)  0.335
H (-1.17859, -2.89684, 0.12726)  0.157
H (1.11225, -2.19068, 0.81587)  0.240
H (-1.78335, 1.65905, 1.65902)  0.238
H (-1.32853, -0.06256, 1.67043)  0.212
H (-0.12821, 1.16637, 2.06769)  0.230
H (2.81414, -0.27124, -1.42540)  0.236
H (2.06050, 1.33835, -0.90372)  0.236

4.
ORCA calculation (ωB97M-V with the def2-TZVPD basis set) on C18H48FFeO6 as an isolated structure.

Calculated values
* ΔE to the lowest compared entry with this formula, charge and spin: 184.3 kJ/mol
* E_tot: -68816.467 eV
* orbital gap (alpha / beta): 6.34 / 3.63 eV
* charge: +2
* M: 435.42 Da
* E_HOMO (alpha / beta): -14.71 / -14.71 eV
* E_LUMO (alpha / beta): -8.37 / -11.08 eV
* spin multiplicity: 6

Last column: Mulliken charge in e.
Cartesian coordinates (Å):
Fe (-2.57090, -11.09854, -11.24870)  0.890
F (-3.19051, -11.34398, -9.58222)  0.291
C (2.47444, -9.78289, -7.51703)  -1.451
C (1.49842, -10.82408, -8.04322)  0.669
C (0.05061, -10.42972, -7.75489)  -0.574
O (1.69248, -10.91413, -9.46662)  -0.548
H (2.13784, -8.77013, -7.73152)  0.321
H (3.45399, -9.96736, -7.95940)  0.399
H (2.65185, -9.89511, -6.44705)  0.373
H (1.75896, -11.78710, -7.59701)  0.198
H (-0.17073, -10.83141, -6.76517)  0.330
H (-0.54455, -10.95536, -8.50839)  -0.351
H (-0.11908, -9.35549, -7.78689)  0.344
H (0.96406, -11.41072, -9.84860)  0.235
C (-2.08022, -7.43615, -9.08882)  -1.389
C (-2.72500, -8.15142, -10.26915)  0.984
C (-2.91057, -7.27793, -11.50207)  -1.162
O (-1.87786, -9.31853, -10.56592)  -0.212
H (-1.03725, -7.21004, -9.33711)  0.506
H (-2.09010, -8.12126, -8.23889)  0.159
H (-2.61285, -6.54575, -8.76786)  0.435
H (-3.71034, -8.45832, -9.91514)  -0.039
H (-3.58062, -7.76108, -12.21502)  0.102
H (-1.92209, -7.17728, -11.95557)  0.323
H (-3.35242, -6.31671, -11.25531)  0.417
H (-0.96179, -9.01848, -10.42909)  0.237
C (-3.20632, -14.75834, -7.21620)  -1.056
C (-1.76806, -14.99396, -7.65584)  1.145
C (-0.85305, -13.82077, -7.37403)  -0.751
O (-1.22897, -16.16949, -7.08358)  -0.575
H (-3.58708, -13.87573, -7.74737)  -0.005
H (-3.25432, -14.54344, -6.14924)  0.344
H (-3.89467, -15.56234, -7.47983)  0.460
H (-1.77658, -15.16001, -8.74958)  -0.492
H (-1.32917, -12.94293, -7.82651)  -0.328
H (0.09412, -13.99022, -7.88836)  0.400
H (-0.66806, -13.53728, -6.33931)  0.494
H (-1.79177, -16.92532, -7.27633)  0.355
C (-5.57752, -9.54777, -5.48284)  -1.526
C (-4.39817, -9.95250, -6.33648)  1.052
C (-3.62393, -11.11374, -5.73657)  -1.044
O (-4.83093, -10.23250, -7.67234)  -0.550
H (-6.26304, -10.36306, -5.24116)  0.353
H (-6.23040, -8.84425, -6.00140)  0.405
H (-5.17006, -9.13066, -4.56324)  0.388
H (-3.71883, -9.09097, -6.41936)  -0.079
H (-4.32362, -11.94969, -5.60240)  0.327
H (-3.24182, -10.95570, -4.73069)  0.515
H (-2.88504, -11.51820, -6.43499)  -0.027
H (-4.18122, -10.77989, -8.11901)  0.042
C (-6.52953, -11.59672, -12.27764)  -1.327
C (-5.45827, -10.59732, -12.66767)  0.606
C (-5.92304, -9.26382, -13.20133)  -1.343
O (-4.59176, -10.39253, -11.48792)  -0.048
H (-6.15207, -12.44466, -11.70845)  0.242
H (-6.94459, -12.00006, -13.20685)  0.465
H (-7.40621, -11.19474, -11.76628)  0.399
H (-4.82895, -11.12118, -13.39598)  0.146
H (-5.13177, -8.64878, -13.62227)  0.344
H (-6.36716, -8.71921, -12.36157)  0.350
H (-6.71502, -9.40497, -13.93517)  0.427
H (-5.10981, -9.98171, -10.77741)  0.215
C (-4.33692, -14.65722, -10.72565)  -1.586
C (-3.02475, -14.09435, -11.22310)  1.685
C (-2.34711, -15.03158, -12.19614)  -1.555
O (-3.28294, -12.82206, -11.95319)  -0.532
H (-4.92630, -13.91566, -10.18176)  0.355
H (-4.19605, -15.58220, -10.17461)  0.408
H (-5.01757, -14.87464, -11.55966)  0.499
H (-2.39404, -13.90710, -10.35082)  -0.691
H (-3.02576, -15.35240, -12.98881)  0.415
H (-1.99084, -15.94882, -11.72284)  0.433
H (-1.42463, -14.61906, -12.61159)  0.414
H (-3.80054, -13.02456, -12.74752)  0.345

5.
ORCA calculation (ωB97M-V with the def2-TZVPD basis set) on C5H20O11PV as an isolated structure.

Calculated values
* ΔE to the lowest compared entry with this formula, charge and spin: 65.6 kJ/mol
* E_tot: -63011.335 eV
* orbital gap: 5.54 eV
* charge: -2
* M: 338.12 Da
* E_HOMO: -0.86 eV
* E_LUMO: 4.68 eV

Last column: Mulliken charge in e.
Cartesian coordinates (Å):
O (-0.16058, 1.12820, -0.15495)  -0.671
V (-0.08142, -0.40290, -0.69709)  1.485
O (-1.04655, -0.51493, -1.93337)  -0.617
P (2.51658, -1.27820, -0.47633)  0.593
O (1.82315, -0.24968, -1.46654)  -0.498
O (3.81680, -0.56487, -0.11635)  -0.827
O (2.64203, -2.65654, -1.13404)  -0.866
O (1.31742, -1.25155, 0.56176)  -0.707
C (2.08198, 0.67868, 3.55704)  -0.557
O (1.97011, 1.03593, 2.20967)  -0.396
H (2.23655, 1.56306, 4.17881)  0.243
H (1.19041, 0.13622, 3.92023)  0.187
H (2.92072, -0.02022, 3.71490)  0.231
H (1.74036, 0.20978, 1.71894)  0.375
C (-0.11399, -4.06435, -0.33084)  -0.564
O (0.08503, -3.10781, -1.35105)  -0.484
H (0.72496, -4.02018, 0.37498)  0.195
H (-1.00568, -3.76890, 0.23141)  0.134
H (-0.14591, -5.09796, -0.69617)  0.262
H (1.08554, -2.94266, -1.34625)  0.466
C (-1.61741, -0.82913, 1.96189)  -0.522
O (-1.86259, -1.13533, 0.59459)  -0.299
H (-1.92554, 0.19366, 2.20661)  0.176
H (-2.12437, -1.53217, 2.63046)  0.460
H (-0.55251, -0.85782, 2.19714)  0.045
H (-2.66448, -1.64885, 0.53581)  0.203
C (1.06448, 2.16601, -3.67015)  -0.407
O (2.40760, 2.42129, -3.27396)  -0.467
H (0.38078, 2.69183, -2.99063)  0.179
H (0.85108, 2.53704, -4.68224)  0.311
H (0.86465, 1.10598, -3.53959)  0.085
H (2.53670, 3.37287, -3.28739)  0.253
C (-3.66180, 2.47651, 0.16885)  -0.124
O (-3.44974, 3.88957, 0.28694)  -0.544
H (-4.40228, 2.28432, -0.61565)  0.254
H (-2.76084, 1.92180, -0.10113)  -0.088
H (-3.95809, 2.06481, 1.13594)  0.173
H (-2.72315, 4.06651, -0.32223)  0.328

Computed largest force on an atom (eV Å⁻¹) in order:
2.95, 2.87, 1.48, 3.97, 4.54